Below is a 3-piece molecular cluster, C25H57B2BrN3O10S2Si overall, with properties calculated with wB97M-V/def2-TZVPD.

Calculated values
Energy relative to the best compared isomer or geometry (same formula, charge and spin) = 0.0 kcal per mole

Geometry as ORCA input:
```
! wB97M-V def2-TZVPD RIJCOSX def2/J DEFGRID3
* xyz 1 1
C 0.77340 2.08251 2.83752
C -0.79277 1.98894 2.95831
C -0.98807 3.28596 3.79330
C -2.33558 3.92089 4.16905
C -2.13015 5.40664 4.44712
Br -3.80598 6.36948 4.39981
C -1.27427 1.79363 1.42362
C -0.20266 1.44130 0.38315
C -0.64506 0.96869 -1.02106
C -1.92913 0.13746 -1.23921
C -2.46631 0.30834 -2.68052
O -2.62028 -0.96115 -3.32979
Si -2.53020 3.11702 0.75098
C -2.74042 3.20273 -1.11178
C -1.96544 4.87484 1.18013
C -4.27908 2.74945 1.36642
O -1.94767 0.47243 1.61536
C -1.46041 -0.34058 2.62625
C -0.33851 -1.35008 2.38421
C -0.53777 -2.20308 1.12060
C 0.73650 -2.24133 0.27970
S 0.63562 -3.48824 -1.02471
B -2.75318 -1.33144 2.89167
N -4.04576 -1.02255 2.26751
O -2.57694 -2.41820 3.67703
N -1.16814 0.70980 3.72294
S 0.13508 0.07610 4.82027
B -2.44010 0.69290 4.61232
N -3.64237 1.37136 4.27468
O -2.45008 0.02067 5.78845
H 1.22683 2.40074 3.76502
H 1.00448 2.86436 2.13548
H 1.25461 1.15981 2.56063
H -0.49488 3.09677 4.74175
H -0.37306 4.04489 3.34261
H -3.16562 3.77873 3.49538
H -2.66386 3.52025 5.11510
H -1.38610 5.85864 3.80863
H -1.76798 5.50308 5.45912
H 0.49214 0.70783 0.74978
H 0.40766 2.32710 0.22589
H -0.67579 1.82078 -1.68223
H 0.16575 0.38095 -1.43027
H -2.72334 0.34018 -0.53538
H -1.65234 -0.90540 -1.22419
H -1.77379 0.85333 -3.30044
H -3.44715 0.76909 -2.65695
H -3.25280 -1.47635 -2.80470
H -3.28185 2.34768 -1.48724
H -3.40829 4.04729 -1.25621
H -1.85395 3.43453 -1.68678
H -0.92479 4.94467 1.47349
H -2.08159 5.51283 0.31504
H -2.63752 5.26573 1.93376
H -4.97024 2.80109 0.53457
H -4.35872 1.72831 1.72287
H -4.64075 3.46458 2.09724
H -0.27098 -2.02641 3.22330
H 0.64670 -0.90001 2.31873
H -0.70071 -3.23237 1.40890
H -1.39066 -1.91518 0.51750
H 0.98843 -1.27624 -0.13315
H 1.52563 -2.53856 0.95681
H -0.47669 -3.09913 -1.66655
H -4.06203 -1.46001 1.34675
H -4.81468 -1.45925 2.77214
H -3.45215 -2.77369 3.91220
H 0.23372 1.12465 5.65563
H -3.57540 1.80425 3.36088
H -4.42454 0.72880 4.30518
H -2.90245 0.54736 6.46280
C 1.37030 -0.64045 -4.57091
C 1.51386 0.84957 -4.34639
O 2.81310 1.19064 -3.84398
C 3.78266 1.24889 -4.76380
O 3.64811 1.06671 -5.94429
O 4.92241 1.54906 -4.14122
C 6.06809 1.59627 -4.99929
H 1.63251 -1.19417 -3.66643
H 0.34681 -0.89153 -4.85241
H 2.03724 -0.97810 -5.36273
H 0.81652 1.18386 -3.58228
H 1.30042 1.41252 -5.25461
H 5.89383 2.25351 -5.84743
H 6.31896 0.59533 -5.34542
H 6.88671 1.98681 -4.40246
C 2.70789 -7.12372 -2.32420
C 3.34385 -5.75903 -2.16539
O 4.77385 -5.85081 -2.10227
C 5.38835 -5.99132 -3.27909
O 4.85552 -6.02258 -4.35798
O 6.69857 -6.08598 -3.05154
C 7.48878 -6.29379 -4.22619
H 3.05611 -7.79895 -1.54176
H 1.62176 -7.04703 -2.26784
H 2.97221 -7.56757 -3.28308
H 3.03424 -5.31532 -1.22138
H 3.04162 -5.08180 -2.96349
H 7.27122 -5.54275 -4.98165
H 7.31189 -7.29047 -4.62642
H 8.52715 -6.20792 -3.92054
*
```



Below is a 2-piece molecular cluster, C4H8O overall, with properties calculated with wB97M-V/def2-TZVPD.

Calculated values
Energy relative to the best compared isomer or geometry (same formula, charge and spin) = 39.7 kcal per mole
SMILES = C=CC.C=O

Geometry as ORCA input:
```
! wB97M-V def2-TZVPD RIJCOSX def2/J DEFGRID3
* xyz 0 1
C -1.30265 -1.01301 -0.03310
C -0.00650 -0.69751 0.66013
C 1.18955 -0.77077 0.08225
O 0.97689 1.94575 -1.42524
C 0.43209 1.92074 -0.35148
H -2.10108 -0.32316 0.26674
H -1.63757 -2.02527 0.22097
H -1.19169 -0.95566 -1.12178
H -0.07125 -0.36432 1.69761
H 1.29762 -1.04752 -0.96479
H 2.10272 -0.49608 0.60405
H 0.98006 2.00981 0.60800
H -0.66819 1.81701 -0.24337
*
```



Below is a 3-piece molecular cluster, C17H38INO12PS3 overall, with properties calculated with wB97M-V/def2-TZVPD.

Geometry as ORCA input:
```
! wB97M-V def2-TZVPD RIJCOSX def2/J DEFGRID3
* xyz 1 1
C 0.63952 2.53644 0.72427
C 1.57155 1.69552 -0.15057
C 0.88704 0.52358 -0.82957
O -0.17328 0.08098 0.05815
N -0.97545 -0.98351 -0.38709
C -0.18240 -2.24413 -0.62716
C 0.61004 -2.81064 0.57343
C 2.13991 -2.64171 0.48205
C 2.71920 -1.66592 1.51320
C 4.23629 -1.50048 1.39361
C 4.75650 -1.31038 -0.02481
O 3.97806 -0.32430 -0.69752
C 4.03474 -0.42096 -2.10203
C -2.08117 -1.13428 0.70370
I -1.46554 -0.34544 2.58979
C -2.62738 -2.54986 0.88440
C -4.02972 -2.49598 1.50189
P -1.88795 -0.42801 -1.91956
O -2.99169 -1.56137 -2.02969
O -0.87010 -0.86585 -3.07142
S -2.48687 1.35652 -1.80357
H 0.50555 2.07977 1.70746
H -0.34607 2.66107 0.26980
H 1.08198 3.51902 0.88615
H 2.43603 1.34381 0.40768
H 1.95609 2.32267 -0.96024
H 1.59036 -0.28991 -1.00297
H 0.46273 0.86199 -1.77910
H 0.48996 -2.01859 -1.45019
H -0.89841 -2.96873 -1.00938
H 0.23862 -2.39875 1.51225
H 0.37204 -3.87734 0.59833
H 2.60855 -3.61891 0.63844
H 2.42359 -2.33793 -0.52971
H 2.22101 -0.69826 1.44450
H 2.48602 -2.05010 2.51205
H 4.73300 -2.38876 1.79921
H 4.54516 -0.65053 2.00490
H 4.73440 -2.25012 -0.59213
H 5.80171 -0.98225 0.01602
H 3.87637 0.57377 -2.52257
H 5.00541 -0.78939 -2.44576
H 3.25437 -1.09578 -2.48988
H -2.87023 -0.45131 0.38733
H -1.95432 -3.12997 1.51729
H -2.72087 -3.04758 -0.07858
H -4.31539 -3.48197 1.86559
H -4.08179 -1.79227 2.33351
H -4.76112 -2.18338 0.75346
H -2.71541 -2.36343 -2.49035
H -0.47998 -0.09355 -3.50409
C -5.03507 2.13632 -4.52495
C -6.03870 1.00611 -4.66157
O -7.26904 1.68436 -4.92703
S -7.00072 2.99433 -5.80881
O -7.20051 2.70827 -7.18119
O -7.64637 4.08437 -5.17808
O -5.42077 3.06109 -5.54459
H -5.10664 2.62394 -3.55066
H -4.01008 1.82545 -4.70980
H -6.15686 0.42577 -3.75027
H -5.80002 0.34801 -5.49960
C 2.36657 3.05577 5.69745
C 3.32237 2.15785 6.46018
O 3.72496 1.19094 5.47180
S 3.82664 1.88299 4.04425
O 5.15860 2.27374 3.76416
O 3.11766 1.07378 3.11242
O 2.97983 3.18294 4.40187
H 1.38324 2.59828 5.58090
H 2.27068 4.04796 6.12832
H 2.85164 1.62728 7.28208
H 4.20199 2.69702 6.81266
*
```



Below is a 3-piece molecular cluster, C3H9NO2 overall, with properties calculated with wB97M-V/def2-TZVPD.

Calculated values
Energy relative to the best compared isomer or geometry (same formula, charge and spin) = 71.9 kcal per mole
SMILES = C=CN=C.O.O

Geometry as ORCA input:
```
! wB97M-V def2-TZVPD RIJCOSX def2/J DEFGRID3
* xyz 0 1
C -1.10777 0.80206 -0.46137
C -2.42766 0.74844 -0.29220
C -0.56105 -1.03640 0.84410
N -0.21080 0.11433 0.44738
H -0.69481 1.02930 -1.42246
H -2.96735 0.59747 0.63105
H -3.12206 0.76130 -1.14436
H 0.21192 -1.64591 1.34132
H -1.59086 -1.40401 0.78009
H 1.51544 -2.67117 -0.84861
H 2.87687 -1.95217 -0.69451
O 2.15270 -2.14088 -1.36008
H 1.88550 1.47688 0.73011
H 1.71628 2.99245 0.55579
O 2.32365 2.32831 0.89376
*
```



Below is a 3-piece molecular cluster, C10H27N2O10P2 overall, with properties calculated with wB97M-V/def2-TZVPD.

Geometry as ORCA input:
```
! wB97M-V def2-TZVPD RIJCOSX def2/J DEFGRID3
* xyz -1 1
C -2.98452 2.78464 0.40028
C -2.28350 2.13926 -0.86359
N -2.38146 0.67023 -0.76659
N -1.05561 0.09790 -0.83566
C -0.58959 -0.12161 0.56637
C 0.95575 0.07086 0.70257
O 1.42349 0.76063 1.63749
O 1.65533 -0.51477 -0.18556
H -3.97372 3.17525 0.10590
H -2.31706 3.55855 0.81619
H -3.11456 2.00148 1.16639
H -2.73027 2.55789 -1.78585
H -1.22086 2.43534 -0.83888
H -2.99080 0.28166 -1.47746
H -1.18211 -0.82104 -1.24973
H -0.78665 -1.17403 0.86525
H -1.13483 0.54279 1.25613
C 2.07786 3.32748 -5.19490
O 1.79741 3.26967 -3.80085
P 1.62962 4.63111 -2.98152
O 0.87728 5.67968 -3.67786
O 3.12417 5.04321 -2.57784
C 3.94759 5.66025 -3.55726
O 1.01753 4.15829 -1.62072
C 1.62902 3.05678 -0.90700
H 1.30539 2.77754 -5.73156
H 2.10347 4.35254 -5.56777
H 3.04371 2.85434 -5.37933
H 3.37000 6.33382 -4.19324
H 4.43239 4.89660 -4.16998
H 4.71535 6.23552 -3.04230
H 2.71178 3.05711 -1.02445
H 1.22244 2.11289 -1.26977
H 1.39270 3.15850 0.14915
C -2.30140 -6.15058 1.82108
O -2.04352 -5.70808 3.15253
P -1.18010 -4.37594 3.36745
O -1.48857 -3.28767 2.44799
O 0.33619 -4.86969 3.33899
C 0.95098 -5.10896 2.07286
O -1.40780 -4.05729 4.89769
C -1.23000 -5.09240 5.86359
H -3.37880 -6.22499 1.67807
H -1.89409 -5.46700 1.07583
H -1.85487 -7.13671 1.68551
H 0.62072 -4.38200 1.32970
H 0.71928 -6.12176 1.73448
H 2.02740 -5.01632 2.19676
H -0.42402 -5.77058 5.58203
H -2.15856 -5.65357 5.97438
H -0.97957 -4.62684 6.81501
*
```



Below is C33H64BCl3FI2N9O14PS as an isolated structure, with properties calculated with wB97M-V/def2-TZVPD.

Geometry as ORCA input:
```
! wB97M-V def2-TZVPD RIJCOSX def2/J DEFGRID3
* xyz -1 1
C -2.09267 2.36453 -1.88680
C -1.43403 3.64664 -2.26386
Cl -1.71881 4.19379 -3.88316
C -0.65336 4.35786 -1.46830
Cl -0.39358 3.66568 0.11096
C 0.13016 5.67929 -1.69774
C 1.53681 5.27214 -2.14050
I 1.84271 3.37498 -3.05935
C 2.63488 6.01017 -2.00036
C 4.00685 5.58764 -2.45575
I 2.62379 7.92000 -1.08851
O 0.05234 6.26865 -0.39917
B -1.22377 7.02424 -0.37852
O -0.82694 8.37034 0.21786
C -1.62642 9.33031 -0.05225
N -2.34048 10.24943 -0.17187
P -2.64060 6.47734 0.92865
O -1.73242 5.88171 2.21060
Cl -3.74223 4.88315 0.11131
O -1.74381 7.05117 -1.75195
C -0.52924 6.89531 -2.41295
S -0.53570 7.15457 -4.21728
O -1.80653 7.00361 -4.82663
O 0.05884 8.43099 -4.41897
F 0.44514 6.09439 -4.79822
H -1.37706 1.73102 -1.38705
H -2.95848 2.55299 -1.28193
H -2.45925 1.86450 -2.77838
H 3.98515 5.44285 -3.52920
H 4.29137 4.68694 -1.94089
H 4.70061 6.39145 -2.25077
H -0.84998 6.24533 2.07871
H 0.01798 7.77347 -2.08817
C 4.57790 -1.31680 -5.01184
C 3.71435 -0.42597 -4.15107
O 2.84881 0.30336 -4.61619
N 3.91613 -0.46031 -2.81310
C 4.86997 -1.26034 -2.06839
H 4.30368 -1.18524 -6.05466
H 5.63066 -1.05589 -4.89461
H 4.42013 -2.36021 -4.73755
H 3.30948 0.16017 -2.29867
H 4.33807 -1.89901 -1.36261
H 5.53726 -0.60119 -1.50934
H 5.45974 -1.88554 -2.72867
C 1.80690 -4.98182 -5.26675
C 1.84846 -3.79311 -4.33557
O 2.72620 -3.65730 -3.49443
N 0.87508 -2.86137 -4.45814
C -0.24046 -2.83733 -5.38433
H 2.64925 -5.62902 -5.04293
H 0.88457 -5.54614 -5.12515
H 1.88126 -4.65609 -6.30496
H 0.96881 -2.09362 -3.80938
H -0.18122 -1.93754 -5.99827
H -1.17727 -2.81582 -4.82532
H -0.23480 -3.70827 -6.03072
C 2.94274 -4.66585 -0.80619
C 3.61302 -4.74560 0.54189
O 4.77509 -5.10655 0.69384
N 2.84784 -4.36838 1.59484
C 1.46260 -3.90590 1.54248
H 3.64404 -4.97006 -1.57318
H 2.08023 -5.33348 -0.83660
H 2.62564 -3.64676 -1.01530
H 3.31641 -4.41585 2.48433
H 1.41951 -2.89116 1.94506
H 0.84569 -4.56175 2.15131
H 1.08226 -3.90127 0.53049
C -0.30577 -7.59658 3.31149
C -1.10809 -6.62410 2.47642
O -0.57573 -5.89235 1.65507
N -2.44955 -6.58629 2.66947
C -3.24381 -7.36991 3.59020
H 0.74211 -7.50624 3.04147
H -0.41452 -7.37012 4.37308
H -0.62821 -8.62088 3.12121
H -2.92925 -5.91694 2.08296
H -3.98521 -7.94596 3.03261
H -3.77090 -6.70255 4.27562
H -2.62620 -8.05146 4.16551
C -1.77401 0.53695 2.51021
C -0.47565 -0.23639 2.52580
O 0.08826 -0.56148 1.49955
N 0.05296 -0.56064 3.74231
C -0.47314 -0.25832 5.05828
H -2.05884 0.71865 1.47714
H -2.56531 -0.03522 2.99874
H -1.65300 1.49833 3.01159
H 0.91745 -1.07300 3.67974
H 0.25252 0.33705 5.61627
H -0.65245 -1.18740 5.60440
H -1.40301 0.29504 4.99064
C -3.96447 2.04887 2.72919
C -3.90009 1.28734 1.42738
O -2.98365 1.43680 0.64318
N -4.91652 0.41811 1.14896
C -6.08257 0.11621 1.95316
H -3.09398 2.69513 2.79558
H -4.85995 2.67016 2.76475
H -3.95983 1.35910 3.57659
H -4.80947 -0.05303 0.26539
H -6.09554 -0.94953 2.19587
H -6.98839 0.35468 1.39162
H -6.08072 0.68724 2.87489
C -6.41289 -4.13651 3.55667
C -6.12001 -5.09161 2.42486
O -5.03373 -5.12089 1.86861
N -7.11434 -5.92980 2.03558
C -8.45934 -6.04022 2.57041
H -5.52638 -3.53979 3.74605
H -7.23325 -3.46904 3.29145
H -6.66664 -4.68551 4.46441
H -6.85153 -6.53756 1.27614
H -8.62160 -7.05245 2.94433
H -9.18404 -5.84193 1.77932
H -8.61987 -5.33641 3.37900
C 5.59232 4.86033 1.22812
C 6.52862 4.41742 0.12902
O 6.11545 3.98212 -0.93052
N 7.86737 4.52279 0.35834
C 8.53835 5.01494 1.54564
H 4.56891 4.71680 0.89446
H 5.75269 4.26693 2.12935
H 5.73975 5.91732 1.45351
H 8.43177 4.21134 -0.41530
H 9.16326 5.87152 1.28519
H 9.17789 4.23107 1.95662
H 7.82381 5.31856 2.30221
*
```



Below is a 2-piece molecular cluster, C5H8O2 overall, with properties calculated with wB97M-V/def2-TZVPD.

Calculated values
Energy relative to the best compared isomer or geometry (same formula, charge and spin) = 66.5 kcal per mole
SMILES = C#CC(=C)CO.O

Geometry as ORCA input:
```
! wB97M-V def2-TZVPD RIJCOSX def2/J DEFGRID3
* xyz 0 1
C -0.38012 -1.31677 1.27940
C 0.03832 -0.17085 0.73408
O -0.69877 -1.16041 -2.29889
C -0.85062 1.06090 0.64631
O -0.73658 1.72117 -0.59795
C 1.37290 -0.00817 0.21165
C 2.47050 0.18849 -0.25193
H -1.40163 -1.39444 1.64577
H 0.27235 -2.17876 1.39207
H -1.08699 -1.19146 -1.41346
H -0.13967 -0.37018 -2.26641
H -0.61111 1.74207 1.48484
H -1.89980 0.75598 0.75214
H 0.18924 1.98898 -0.68894
H 3.46197 0.33344 -0.62868
*
```



Below is an isolated ion of composition C5H11N2O and charge +1, with properties calculated with wB97M-V/def2-TZVPD.

Calculated values
Energy relative to the best compared isomer or geometry (same formula, charge and spin) = 44.3 kcal per mole
SMILES = CC1(C)NC=[NH+][C@@H]1O

Geometry as ORCA input:
```
! wB97M-V def2-TZVPD RIJCOSX def2/J DEFGRID3
* xyz 1 1
C -1.63964 1.22907 0.20507
C -0.66269 -0.89838 -0.47924
C 0.42713 0.11328 -0.00198
C 1.15022 -0.40377 1.26493
C 1.44226 0.47801 -1.07289
N -0.36866 1.31741 0.38515
N -2.06542 0.09424 -0.30405
O -0.78016 -1.99662 0.23814
H -2.43980 1.94886 0.53389
H -0.54170 -1.07833 -1.62661
H 1.70713 0.27016 1.82274
H 1.89520 -1.06940 0.86484
H 0.59484 -0.94146 1.90474
H 0.91429 1.25830 -1.71780
H 2.05024 -0.27119 -1.69615
H 2.14530 0.97984 -0.41269
H 0.21884 2.01756 0.74492
H -3.02915 -0.22754 -0.43503
H -1.01823 -2.82004 -0.21800
*
```



no.,strongest force on any atom (Eh/bohr),HOMO-LUMO gap (eV),electronic energy (eV)
1,0.0647,8.6,-152735.418
2,0.0101,10.8,-6323.445
3,0.0111,9.4,-94192.301
4,0.0519,10.0,-8839.837
5,0.0289,6.3,-52845.332
6,0.0610,5.9,-154626.132
7,0.0099,10.3,-9406.947
8,0.0727,11.7,-10383.684